(1)
Density functional theory data (the ωB97M-V functional and the def2-TZVPD basis) for a cluster of 7 separate species, C64H65ClN4O30PS2 in total at a distorted geometry.

The geometry in XYZ format:
```
167
Properties=species:S:1:pos:R:3:forces:R:3
C -6.41417 1.67609 -1.61407 1.1476 1.1762 -0.8096
C -6.27236 2.78522 -2.72788 -0.3126 -1.2500 0.6046
O -7.01434 2.84521 -3.66232 0.5173 0.4479 0.3091
O -5.23373 3.72499 -2.51303 -1.4538 0.0393 1.0303
C -5.87626 5.02124 -2.37326 -0.6792 0.1164 -1.4937
C -4.91235 6.17446 -2.00392 -2.0878 -0.5507 -1.4696
N -4.24411 6.14607 -0.63363 1.8337 1.9371 -1.4722
P -5.32442 6.47818 0.78033 -4.3077 -2.5396 2.5556
N -6.41501 5.36412 0.96981 1.7290 0.5578 -1.6321
O -4.48266 6.45949 2.22852 0.2440 1.0927 -2.8714
O -6.11386 7.89798 0.52049 2.5927 -0.9188 1.0792
C -3.27662 7.32133 -0.86301 3.0638 2.6309 -0.3252
C -2.91133 8.30147 0.31067 1.2031 -0.6590 0.8990
N -1.96288 9.33589 -0.21657 -0.4213 -0.0779 0.6614
C -1.86287 6.75829 -1.40364 -0.5885 -1.2889 -0.4479
C -1.93141 5.14243 -1.35153 -2.4930 0.7757 1.9226
C -0.79242 4.55855 -0.44004 1.0325 -1.0316 -0.5160
C 0.64413 4.49307 -1.10068 0.8307 0.5088 1.1729
C 1.47200 3.20796 -0.62597 -0.4186 -0.0721 -0.9307
S 3.10105 3.70091 0.08082 0.2592 0.0844 0.4037
C 3.33196 2.80025 1.69157 -0.3075 -0.1198 -0.0074
S 2.75898 3.55199 3.03685 0.5365 -0.5910 -0.6324
N 4.02109 1.54383 1.65226 -2.7541 0.6263 -0.7289
C 3.59291 0.62131 2.72676 1.0796 -2.3735 2.4977
C 2.22178 0.29086 3.11540 1.7974 -0.7359 0.8445
C 1.97748 -0.65924 4.21329 1.6037 0.1680 -0.3282
C 3.05964 -1.35035 4.94269 0.8463 2.4207 -2.5738
C 4.43597 -1.00987 4.53558 -2.1797 0.5365 -0.7551
C 4.69224 -0.04271 3.45648 -1.7841 -0.6827 0.7517
C 4.04086 0.95738 0.30436 0.3545 -2.1691 -3.3772
C 5.12478 1.25712 -0.65227 -1.0345 -0.7084 0.4328
C 5.19351 0.71430 -1.99587 -1.3860 -0.2847 1.4848
C 4.17116 -0.21746 -2.45153 -0.2719 0.5295 1.8667
C 3.10035 -0.58335 -1.53847 1.4086 1.5602 0.8762
C 3.02660 0.01244 -0.19143 1.0234 0.2550 -0.8817
O -2.37310 4.44579 -2.49519 1.4088 1.0249 -0.1659
C -1.57424 4.66066 -3.66572 -0.0122 -0.4727 -1.6251
C -2.42847 4.42479 -4.99578 1.2153 -0.3814 0.1104
C -1.66711 5.06835 -6.22058 -0.0291 -1.0064 0.3696
O -3.78192 4.85356 -4.86246 0.4377 0.4829 -0.0876
C -3.21033 5.06981 -0.36169 1.8908 0.0205 2.3812
Cl -3.75741 3.46598 0.24700 -0.0089 0.8679 -0.8473
H -5.40447 1.18199 -1.54601 -1.0941 0.3080 0.1620
H -7.22006 0.96575 -1.90456 0.6878 0.6578 0.3327
H -6.61648 2.23288 -0.66212 0.0839 -0.7585 -0.6753
H -6.82075 4.95912 -1.75572 1.2106 0.1019 -0.2067
H -6.25767 5.25169 -3.41522 0.4318 0.2374 1.1020
H -5.51255 7.13057 -2.03139 0.5028 -1.0487 0.1904
H -4.17235 6.28425 -2.84538 -0.2672 -0.4494 1.3298
H -6.27731 4.62455 0.27767 -0.4419 -0.0659 0.4319
H -4.16321 5.52876 2.26230 -0.4720 0.4233 0.4193
H -6.14274 8.39815 1.36335 -0.1097 0.0814 -0.4571
H -3.54240 8.02329 -1.70024 -0.8717 -1.0215 0.9152
H -2.32009 7.71678 1.07954 -1.1867 0.4493 -0.3485
H -3.75481 8.85684 0.78355 0.5019 -0.7400 -0.4659
H -0.99456 9.03098 -0.06180 -0.5333 0.0580 -0.2544
H -2.06094 10.12733 0.43116 0.0576 -0.1649 -0.5941
H -0.97529 7.01108 -0.76452 -1.0732 0.1948 -0.6739
H -1.78404 7.19618 -2.43246 0.4531 -0.6676 0.9731
H -1.03549 3.51076 -0.09685 -0.1313 1.0709 -0.6215
H -0.67046 5.14580 0.51731 -0.4281 -0.3711 -1.0741
H 1.22784 5.37271 -0.69838 -0.6083 -0.7148 -0.6106
H 0.66884 4.58828 -2.21052 -0.2486 -0.2664 0.9039
H 1.69802 2.63678 -1.57144 -0.2899 0.0771 1.2803
H 0.90791 2.58992 0.11901 0.5074 0.4903 -0.7627
H 1.38541 0.79069 2.57612 0.6354 -0.5766 0.6740
H 0.92503 -0.86144 4.50817 0.8933 0.1768 -0.3690
H 2.89338 -2.08142 5.76254 -0.0768 0.7382 -0.8026
H 5.25142 -1.53989 5.07812 -0.4764 0.7506 -0.7384
H 5.76268 0.15460 3.22658 -1.1276 -0.0235 -0.0311
H 5.92677 1.94440 -0.29609 -0.7246 -0.5911 -0.4192
H 6.05342 1.04415 -2.62753 -0.9792 -0.5125 0.5100
H 4.19653 -0.67523 -3.46280 0.0985 0.4757 0.8624
H 2.31046 -1.32032 -1.83199 0.8815 0.8422 0.2699
H 2.15434 -0.32033 0.42380 1.0162 0.4202 -0.3497
H -0.75189 3.89965 -3.68541 -0.5116 0.7331 -0.0325
H -1.12739 5.68319 -3.77084 -0.4093 -0.6641 0.6610
H -2.39813 3.31022 -5.15982 -0.6061 1.0494 0.1294
H -0.84658 4.35017 -6.51164 -0.6854 0.9137 0.2714
H -2.37226 5.09126 -7.08882 0.6333 0.2526 0.6783
H -1.20849 6.06590 -5.98702 -0.6203 -0.7964 -0.3147
H -3.93660 5.66645 -5.37576 0.3260 -0.5034 0.1258
H -2.73249 5.50266 0.56801 -0.6015 -0.5073 -0.8704
C 2.77473 -3.66705 1.83826 -0.0228 0.0549 -0.0229
C 3.40502 -4.84533 1.89628 0.7063 0.4687 0.4574
C 2.80261 -6.07782 1.30018 -0.4999 -0.2868 -0.3284
O 3.41028 -7.13027 1.35308 0.2353 0.1243 0.1594
C 1.48609 -5.96510 0.67069 0.1696 -0.2140 0.0816
C 0.86015 -4.78871 0.62126 -0.5289 -0.5302 -0.3168
C 1.47569 -3.55802 1.19710 0.6318 0.2577 0.3893
O 0.89331 -2.49302 1.13114 -0.6758 0.0781 -0.3742
O -0.35711 -4.66186 0.05039 0.4860 0.6381 0.3943
O 4.60665 -4.97536 2.48739 -0.6691 -0.4854 -0.4545
H 3.19026 -2.75957 2.25829 0.0409 -0.0304 0.0199
H 1.05402 -6.86683 0.25694 0.0279 0.0229 -0.0544
H -0.59209 -3.71819 0.14220 -0.0288 -0.0651 -0.1107
H 4.84479 -5.91771 2.39321 0.0870 0.0830 0.0542
C 0.15022 -10.56037 -2.06142 0.1963 0.2801 0.0902
C -0.38281 -11.75041 -1.76649 -0.4651 0.0953 -0.8370
C -0.04590 -12.46353 -0.49569 0.3724 -0.0706 0.6489
O -0.56943 -13.53653 -0.25807 -0.1505 0.0840 -0.3707
C 0.91102 -11.83362 0.41129 -0.1145 -0.3126 -0.3837
C 1.44670 -10.64598 0.11506 0.4255 -0.1341 0.7747
C 1.08919 -9.92038 -1.14128 -0.2983 0.0454 -0.5247
O 1.58598 -8.82901 -1.36448 0.0749 -0.0342 0.3032
O 2.33234 -10.04753 0.93603 -0.4944 0.1362 -0.8491
O -1.24753 -12.36075 -2.59737 0.4003 -0.0757 0.7786
H -0.08695 -10.03315 -2.97550 -0.0035 -0.0254 0.0097
H 1.15868 -12.36512 1.31411 0.0150 0.0145 -0.1063
H 2.56839 -9.20420 0.49959 0.1594 0.0461 0.2550
H -1.48530 -13.19951 -2.15640 -0.0339 0.0339 -0.0704
C -3.63178 11.86310 -6.12869 0.1619 0.1693 0.0958
C -4.12457 10.68465 -5.73576 -0.4463 0.0157 -0.7704
C -3.74188 10.07754 -4.42510 0.4100 0.1376 0.5640
O -4.22990 9.00352 -4.09285 -0.0789 -0.0959 -0.2321
C -2.78827 10.79457 -3.58836 -0.2815 -0.4646 -0.0149
C -2.28983 11.97288 -3.97954 0.5478 0.0401 0.8493
C -2.69197 12.59562 -5.27853 -0.3255 0.1416 -0.7006
O -2.23053 13.67517 -5.58865 0.1658 -0.1162 0.3632
O -1.40891 12.64838 -3.22583 -0.5229 -0.0225 -0.8264
O -4.98933 9.99131 -6.50298 0.4448 -0.0560 0.7823
H -3.90206 12.31446 -7.07348 -0.0121 -0.0174 0.0214
H -2.50668 10.33409 -2.64902 0.0276 0.0564 0.0377
H -1.20597 13.46348 -3.72636 0.0512 0.0028 0.1022
H -5.19636 9.18215 -5.99994 -0.0937 0.0615 -0.1184
C -4.51638 -7.12738 -2.16191 0.2181 0.2441 0.1121
C -5.04186 -8.32147 -1.86897 -0.4372 0.1008 -0.8492
C -4.70450 -9.03295 -0.59797 0.3308 -0.1451 0.6262
O -5.22023 -10.10936 -0.36266 -0.1388 0.0951 -0.3466
C -3.75467 -8.39662 0.31350 -0.1946 -0.2212 -0.1259
C -3.22619 -7.20419 0.01896 0.4432 -0.1593 0.8625
C -3.58517 -6.48047 -1.23958 -0.3003 0.0971 -0.6266
O -3.09541 -5.38724 -1.46045 0.0968 -0.0612 0.3333
O -2.34771 -6.60102 0.84100 -0.5604 0.1202 -0.8204
O -5.89878 -8.93736 -2.70276 0.4158 -0.0800 0.8053
H -4.75443 -6.60204 -3.07661 -0.0086 -0.0244 0.0156
H -3.50516 -8.92920 1.22103 -0.0032 0.0206 -0.0069
H -2.11645 -5.75584 0.40356 0.2468 -0.1223 0.1159
H -6.13230 -9.77819 -2.26360 -0.0389 0.0283 -0.0883
C 10.05850 -0.33921 3.26735 -0.3666 0.0202 0.1121
C 11.23644 0.27865 3.12873 0.2943 -0.8421 -0.3797
C 11.43113 1.69568 3.56484 -0.1531 0.6466 0.2620
O 12.52405 2.21341 3.43769 0.0384 -0.3501 -0.1543
C 10.28217 2.40472 4.12725 0.2777 -0.0319 -0.0957
C 9.10466 1.78755 4.26225 -0.2763 0.8251 0.3511
C 8.91871 0.36252 3.85100 0.2739 -0.6049 -0.2747
O 7.83163 -0.16683 4.00882 -0.0181 0.3287 0.1320
O 8.03197 2.42104 4.77527 0.2619 -0.8028 -0.3533
O 12.29935 -0.34509 2.59241 -0.2905 0.8005 0.3632
H 9.90534 -1.36405 2.95801 0.0239 0.0167 0.0115
H 10.43043 3.43420 4.42278 -0.0123 -0.0223 0.0107
H 7.31015 1.76332 4.76878 -0.0162 0.1147 0.0699
H 13.02258 0.31162 2.60576 0.0209 -0.1023 -0.0253
C 0.59262 -11.86810 6.75838 -0.0049 0.2652 0.1760
C 0.56306 -12.30397 5.49501 0.0700 -0.8494 0.3951
C 0.46516 -11.35479 4.34422 -0.0440 0.6170 -0.2377
O 0.46019 -11.79147 3.20706 -0.0936 -0.2444 0.5634
C 0.37409 -9.92606 4.63756 -0.0020 -0.2500 -0.2296
C 0.40022 -9.49073 5.90070 -0.0894 0.8244 -0.4185
C 0.52554 -10.43730 7.05062 0.0511 -0.6443 0.3663
O 0.56378 -9.99547 8.18384 -0.0450 0.3323 -0.2278
O 0.31556 -8.18010 6.19660 0.0886 -0.7764 0.3732
O 0.62095 -13.61604 5.20118 -0.0479 0.8399 -0.3861
H 0.66536 -12.54372 7.59951 0.0053 0.0034 -0.0283
H 0.28621 -9.25146 3.79676 0.0234 -0.0061 0.0130
H 0.35856 -8.12976 7.17127 -0.0010 0.0538 -0.0584
H 0.58421 -13.66877 4.22690 -0.0017 -0.1097 0.0721
```
Forces are in eV/Å.

net charge = +1
HOMO-LUMO gap = 5.84 eV
energy = -178274.4680 eV
E_HOMO = -9.6 eV
lowest unoccupied orbital energy = -3.76 eV

=====

(2)
Density functional theory data (the ωB97M-V functional and the def2-TZVPD basis) for a structure of composition C19H11AlF9N6O8S2.

The geometry in XYZ format:
```
56
Properties=species:S:1:pos:R:3:forces:R:3
Al -0.33379 0.32290 0.07203 0.2248 0.0309 -0.0641
N -7.00101 -0.11877 3.02600 0.2203 0.0098 -0.1309
C -5.98894 -0.05553 2.48488 -0.1371 -0.0027 0.0566
C -4.70633 0.01939 1.83341 -0.0818 0.0101 0.0646
C -4.03602 -1.14596 1.47616 -0.0983 -0.0652 0.0158
C -2.79411 -1.03556 0.89491 0.0924 0.0932 -0.0632
N -2.21029 0.15425 0.67739 -0.0600 -0.0008 0.1287
C -2.86963 1.28106 1.00155 0.1089 -0.0938 -0.0604
C -4.12138 1.25343 1.57321 -0.1120 0.0358 0.0147
H -4.48197 -2.11562 1.64423 0.0310 0.0027 0.0069
H -2.24011 -1.91312 0.58615 -0.0102 0.0248 0.0053
H -2.36589 2.21694 0.79639 0.0207 -0.0227 0.0194
H -4.63053 2.17411 1.81980 0.0257 -0.0070 -0.0038
F 0.78093 1.34990 -3.53305 0.0517 0.1050 0.1000
C 1.17936 2.39534 -2.77881 -0.0102 0.0587 0.0071
F 1.44000 3.41691 -3.58296 0.0304 -0.0812 0.0497
F 2.31006 2.02412 -2.16727 -0.1491 -0.0300 -0.1077
C 0.08145 2.73484 -1.72249 -0.0933 -0.0769 -0.0769
O -0.00489 1.70121 -0.85456 -0.0060 0.0996 0.0411
C -1.30501 2.93145 -2.41899 0.0159 0.0275 -0.0068
F -1.26766 3.82919 -3.39448 -0.0334 -0.0966 0.0555
F -2.21474 3.32579 -1.50690 0.1020 -0.0466 -0.1361
F -1.73989 1.76919 -2.92268 0.0461 0.1097 0.0941
C 0.46799 4.02035 -0.92531 -0.0135 0.0694 -0.0126
F -0.33247 4.14066 0.14583 0.0992 -0.0091 -0.1106
F 1.72170 3.93223 -0.47784 -0.1138 0.0218 -0.0352
F 0.35136 5.11924 -1.66707 0.0162 -0.0778 0.1198
O 3.39963 -2.54266 -5.34336 0.1001 -0.0018 0.3288
N 3.98047 -2.46633 -4.27998 0.1942 0.0381 -0.2191
O 5.16712 -2.64375 -4.09601 -0.3419 0.0088 -0.0201
C 3.17192 -2.10387 -3.09736 0.1984 -0.0717 -0.1070
C 1.83873 -1.86915 -3.24603 -0.2992 0.0258 -0.1959
C 1.10432 -1.48626 -2.13180 0.0932 -0.0340 0.1684
C 1.67186 -1.33855 -0.83822 0.0362 0.0309 -0.1100
O 1.00166 -0.87872 0.17826 0.0853 -0.1807 0.2459
C 3.04647 -1.69064 -0.75361 -0.1741 -0.0246 0.0995
C 3.78572 -2.02186 -1.86061 0.1265 -0.1188 0.0093
N 3.78441 -1.69939 0.52621 0.0109 0.3629 0.5011
O 3.16711 -1.87447 1.56874 -0.2449 -0.0388 -0.4153
O 4.97880 -1.53323 0.47063 -0.1469 -0.0789 -0.1203
N -0.30776 -1.29048 -2.33111 -0.0464 0.1042 -0.0786
O -0.99189 -0.75407 -1.41452 -0.0953 -0.1486 -0.0369
O -0.83651 -1.64804 -3.33708 0.1396 -0.0187 0.0349
H 1.36578 -1.96704 -4.21249 -0.0002 0.0129 -0.0288
H 4.84174 -2.22934 -1.76444 0.0268 0.0026 0.0074
S 0.25042 1.37031 2.11483 -0.0711 0.1383 0.1138
C 0.09416 0.12613 3.27110 -0.0862 0.2828 -0.0436
N 0.58468 -1.07617 3.15561 0.2562 -0.5264 -0.0684
C 0.34234 -2.02137 4.24842 -0.0252 0.0180 0.0237
C -0.13066 -1.19466 5.44779 0.0014 0.1555 -0.0804
S -0.73780 0.38537 4.75652 -0.0013 -0.0271 0.0331
H 1.14992 -1.33142 2.34587 0.0722 0.0675 0.0348
H 1.26163 -2.55584 4.47412 0.0389 -0.0136 -0.0151
H -0.40930 -2.74851 3.94241 -0.0589 -0.0031 -0.0509
H 0.67580 -0.96629 6.13876 0.0427 -0.0228 0.0087
H -0.93894 -1.67766 5.98784 0.0023 -0.0277 0.0100
```
Forces are in eV/Å.

net charge = +1
HOMO-LUMO gap = 8.03 eV
energy = -97919.0590 eV
E_HOMO = -12.9 eV
lowest unoccupied orbital energy = -4.86 eV
energy relative to the best compared isomer or geometry (same formula, charge and spin) = 1.7 kcal per mole